Record 1
{
  "formula": "C51H40Cl5IN8O3PdS",
  "method": "ωB97M-V with the def2-TZVPD basis set",
  "elements": ["Pd", "I", "C", "C", "C", "C", "C", "C", "C", "C", "C", "C", "H", "H", "H", "H", "H", "H", "C", "C", "N", "C", "C", "N", "C", "N", "N", "N", "C", "C", "C", "C", "C", "C", "H", "H", "H", "H", "H", "H", "H", "H", "H", "H", "H", "Cl", "C", "C", "C", "C", "C", "C", "N", "C", "C", "N", "C", "O", "C", "C", "C", "Cl", "S", "C", "C", "C", "Cl", "C", "H", "H", "H", "H", "H", "H", "H", "H", "H", "H", "H", "H", "H", "Cl", "C", "C", "C", "C", "C", "Cl", "C", "N", "C", "C", "C", "C", "C", "C", "C", "C", "O", "O", "H", "H", "H", "H", "H", "H", "H", "H", "H", "H"],
  "coordinates": [[-0.12, -0.11, -0.05], [-1.30, -2.42, 0.93], [0.41, -3.49, 0.18], [0.54, -4.82, 0.50], [1.67, -5.53, 0.08], [2.63, -4.90, -0.66], [2.48, -3.56, -1.05], [3.43, -2.95, -1.89], [3.25, -1.67, -2.33], [2.12, -0.93, -1.91], [1.19, -1.46, -1.05], [1.35, -2.80, -0.62], [-0.23, -5.31, 1.08], [1.76, -6.58, 0.34], [3.51, -5.44, -0.98], [4.29, -3.52, -2.20], [3.97, -1.20, -2.99], [1.99, 0.07, -2.31], [3.69, 0.33, 0.92], [2.69, 0.30, 2.02], [1.41, 0.11, 1.85], [0.81, 0.21, 3.07], [1.76, 0.48, 4.01], [2.96, 0.54, 3.34], [4.24, 0.70, 3.97], [4.53, -0.40, 4.85], [4.93, -0.18, 6.11], [5.17, -1.27, 6.70], [4.93, -2.31, 5.84], [5.05, -3.69, 5.99], [4.72, -4.46, 4.90], [4.26, -3.90, 3.70], [4.15, -2.54, 3.52], [4.50, -1.75, 4.61], [3.15, 0.15, -0.01], [4.45, -0.46, 1.03], [4.21, 1.29, 0.87], [-0.25, 0.10, 3.19], [1.70, 0.64, 5.06], [4.25, 1.60, 4.60], [5.01, 0.77, 3.19], [5.38, -4.12, 6.92], [4.81, -5.53, 4.97], [3.99, -4.56, 2.88], [3.78, -2.12, 2.60], [-1.20, 6.23, -6.22], [-0.12, 6.07, -4.90], [0.57, 4.89, -4.70], [1.43, 4.78, -3.63], [1.64, 5.84, -2.75], [2.56, 5.66, -1.56], [1.75, 5.13, -0.35], [0.96, 3.99, -0.68], [-0.30, 4.02, -1.20], [-0.62, 2.74, -1.53], [0.42, 1.92, -1.21], [1.35, 2.69, -0.71], [3.60, 4.74, -1.80], [4.58, 5.22, -2.72], [5.77, 4.31, -2.67], [6.98, 4.64, -2.14], [7.44, 6.13, -1.45], [8.13, 3.34, -2.24], [6.95, 2.34, -3.01], [5.77, 2.98, -3.16], [0.94, 7.02, -2.97], [1.12, 8.36, -1.90], [0.07, 7.15, -4.04], [0.42, 4.05, -5.37], [1.97, 3.86, -3.45], [2.99, 6.63, -1.28], [1.10, 5.93, 0.00], [2.46, 4.86, 0.44], [-0.86, 4.93, -1.27], [-1.52, 2.36, -1.98], [2.32, 2.37, -0.39], [4.88, 6.24, -2.45], [4.17, 5.24, -3.74], [7.23, 1.35, -3.30], [4.90, 2.53, -3.61], [-0.46, 8.07, -4.20], [-3.06, 0.07, 4.14], [-4.26, -0.53, 3.05], [-4.20, -1.87, 2.71], [-5.13, -2.41, 1.84], [-6.12, -1.60, 1.31], [-6.17, -0.27, 1.67], [-7.41, 0.74, 0.97], [-5.25, 0.32, 2.55], [-5.40, 1.63, 2.94], [-4.31, 2.51, 3.17], [-4.15, 3.06, 4.44], [-3.10, 3.91, 4.70], [-2.21, 4.24, 3.69], [-2.38, 3.73, 2.42], [-3.43, 2.86, 2.14], [-3.51, 2.24, 0.78], [-2.27, 1.35, 0.54], [-2.33, 0.53, -0.41], [-1.27, 1.49, 1.26], [-3.45, -2.49, 3.16], [-5.07, -3.45, 1.56], [-6.85, -1.99, 0.62], [-6.21, 2.07, 2.52], [-4.84, 2.77, 5.22], [-2.96, 4.31, 5.70], [-1.36, 4.88, 3.90], [-1.68, 3.99, 1.64], [-3.49, 2.99, -0.01], [-4.40, 1.63, 0.64]],
  "mulliken_charge": [-0.366, 0.380, 0.599, -0.517, -0.688, -0.904, 0.911, -0.958, -0.714, -0.758, -0.657, 0.899, 0.422, 0.418, 0.391, 0.375, 0.486, 0.654, -0.703, 0.029, 1.392, -0.522, -1.291, 0.408, -1.015, 0.757, -0.789, -0.528, 0.027, -0.780, -0.586, -0.730, -0.338, 1.293, -0.802, 0.548, 0.489, 0.205, 0.498, 0.389, 0.426, 0.426, 0.380, 0.501, 0.346, -0.208, 0.293, -1.135, 0.263, -0.420, -0.694, -1.591, 0.430, -0.323, -1.665, 0.085, -0.537, -0.035, -0.796, 0.026, 0.592, -0.227, -0.176, -0.423, -0.771, 0.932, -0.216, -0.779, 0.451, 0.596, 0.931, 0.470, 0.464, 0.727, 0.773, 0.840, 0.520, 0.327, 0.451, 0.435, 0.472, -0.166, 1.059, -1.430, -0.432, -0.791, 0.986, -0.258, -0.899, 0.000, -0.869, -0.509, -0.558, -0.819, -0.179, 0.825, -0.806, 1.904, -0.972, -0.545, 0.823, 0.412, 0.423, 0.321, 0.462, 0.389, 0.429, 0.456, 0.433, 0.225],
  "gap_ev": [7.103, 7.119],
  "e_tot_ev": -156627.522,
  "total_charge": 0,
  "lumo_ev": [-0.3, -0.2],
  "multiplicity": 1
}

Record 2
{
  "formula": "C3H3NO3",
  "method": "ωB97M-V with the def2-TZVPD basis set",
  "elements": ["O", "C", "N", "C", "O", "C", "O", "H", "H", "H"],
  "coordinates": [[-1.97, 1.83, -0.77], [-1.11, 1.19, -0.14], [-0.93, -0.10, -0.40], [0.35, -0.73, -0.39], [0.81, -1.21, -1.40], [1.27, -0.79, 0.92], [1.78, 0.18, 1.49], [-0.39, 1.71, 0.57], [-1.49, -0.32, -1.12], [1.68, -1.76, 1.24]],
  "mulliken_charge": [-0.549, 0.160, -0.170, 0.509, -0.460, 0.023, -0.406, 0.314, 0.231, 0.349],
  "e_above_lowest_kcal_mol": 44.1,
  "gap_ev": 10.130,
  "e_tot_ev": -10790.787,
  "total_charge": 0,
  "lumo_ev": -0.6,
  "smiles": "O=CNC(=O)C=O",
  "multiplicity": 1
}

Record 3
{
  "formula": "C5H6F2",
  "method": "ωB97M-V with the def2-TZVPD basis set",
  "elements": ["C", "C", "C", "C", "C", "F", "F", "H", "H", "H", "H", "H", "H"],
  "coordinates": [[1.88, 0.83, 0.10], [-1.78, 0.09, -1.21], [1.24, 0.11, 0.99], [-1.42, 0.00, 0.06], [0.40, -0.95, 0.54], [-2.20, 0.41, 1.08], [0.65, -1.46, -0.67], [2.46, 1.74, 0.26], [1.68, 0.49, -0.98], [-2.75, 0.36, -1.53], [-1.01, -0.27, -1.83], [1.17, 0.34, 2.11], [-0.32, -1.67, 1.08]],
  "mulliken_charge": [-0.559, -0.773, -0.113, 0.303, -0.062, -0.246, -0.256, 0.289, 0.179, 0.337, 0.230, 0.261, 0.409],
  "e_above_lowest_kcal_mol": 71.0,
  "gap_ev": 9.297,
  "e_tot_ev": -10712.813,
  "total_charge": 0,
  "lumo_ev": 0.4,
  "multiplicity": 1
}

Record 4
{
  "formula": "C22H27BrN2O3S",
  "method": "ωB97M-V with the def2-TZVPD basis set",
  "elements": ["C", "C", "C", "C", "N", "C", "C", "C", "C", "C", "C", "C", "S", "O", "O", "C", "C", "C", "Br", "C", "C", "C", "N", "C", "C", "O", "C", "C", "C", "H", "H", "H", "H", "H", "H", "H", "H", "H", "H", "H", "H", "H", "H", "H", "H", "H", "H", "H", "H", "H", "H", "H", "H", "H", "H", "H"],
  "coordinates": [[3.88, 0.98, -1.60], [2.42, 0.66, -1.33], [1.99, -0.62, -2.05], [0.57, -1.05, -1.66], [0.43, -1.51, -0.29], [1.11, -2.71, 0.15], [2.55, -2.47, 0.51], [2.88, -1.46, 1.41], [4.20, -1.21, 1.74], [5.21, -1.97, 1.18], [4.89, -2.99, 0.29], [3.57, -3.24, -0.04], [-0.39, -0.59, 0.78], [0.09, 0.76, 0.89], [-0.48, -1.33, 2.01], [-2.08, -0.57, 0.17], [-2.71, -1.80, 0.08], [-4.09, -1.87, -0.03], [-4.92, -3.56, -0.19], [-4.89, -0.73, 0.01], [-4.26, 0.49, 0.10], [-2.86, 0.57, 0.11], [-2.44, 1.89, 0.16], [-1.36, 2.33, -0.59], [-0.78, 3.65, -0.18], [-0.94, 1.67, -1.51], [-3.57, 2.71, 0.61], [-3.50, 2.93, 2.12], [-4.81, 1.88, 0.21], [4.17, 1.91, -1.11], [4.52, 0.18, -1.23], [4.06, 1.10, -2.67], [1.78, 1.48, -1.66], [2.26, 0.54, -0.26], [2.00, -0.46, -3.13], [2.69, -1.42, -1.82], [-0.10, -0.20, -1.76], [0.23, -1.86, -2.32], [0.57, -3.05, 1.04], [1.02, -3.46, -0.64], [2.08, -0.88, 1.85], [4.44, -0.42, 2.43], [6.24, -1.78, 1.43], [5.68, -3.59, -0.14], [3.33, -4.03, -0.74], [-2.11, -2.70, 0.14], [-5.96, -0.81, -0.01], [-0.07, 3.43, 0.61], [-1.51, 4.35, 0.19], [-0.23, 4.08, -1.02], [-3.56, 3.67, 0.09], [-4.33, 3.53, 2.45], [-2.57, 3.43, 2.38], [-3.52, 1.97, 2.63], [-5.60, 1.95, 0.97], [-5.23, 2.20, -0.74]],
  "mulliken_charge": [-1.636, 0.437, -0.835, -0.773, 0.454, -1.191, 0.565, -0.126, -0.805, -0.463, -0.577, -0.415, 1.647, -0.552, -0.747, 0.328, -0.733, -0.437, -0.227, -0.643, 0.886, -0.779, 0.420, 0.695, -1.487, -0.628, -0.077, -1.501, -1.101, 0.401, 0.288, 0.403, 0.251, 0.021, 0.583, 0.198, 0.346, 0.337, 0.436, 0.399, 0.527, 0.407, 0.387, 0.386, 0.376, 0.599, 0.492, 0.238, 0.422, 0.400, 0.517, 0.446, 0.370, 0.343, 0.432, 0.295],
  "gap_ev": 8.961,
  "e_tot_ev": -113253.040,
  "total_charge": 0,
  "lumo_ev": 0.5,
  "smiles": "CCCCN(Cc1ccccc1)S(=O)(=O)c1cc(Br)cc2c1N(C(C)=O)[C@H](C)C2",
  "multiplicity": 1
}

Record 5
{
  "formula": "C31H39FIN6O5Ru",
  "method": "ωB97M-V with the def2-TZVPD basis set",
  "elements": ["Ru", "N", "C", "C", "C", "C", "C", "C", "H", "H", "H", "H", "H", "N", "C", "O", "C", "I", "H", "H", "H", "H", "C", "C", "C", "C", "C", "C", "C", "C", "C", "C", "C", "C", "N", "H", "H", "H", "H", "H", "H", "H", "H", "H", "H", "H", "H", "H", "H", "H", "H", "H", "C", "C", "C", "C", "C", "N", "H", "H", "H", "H", "H", "H", "H", "H", "H", "F", "C", "C", "N", "C", "C", "O", "O", "C", "O", "N", "C", "O", "H", "H", "H", "H"],
  "coordinates": [[1.96, 0.75, -0.55], [3.72, 0.42, -0.38], [4.31, -0.81, -0.24], [3.96, -1.74, 0.76], [4.64, -2.94, 0.89], [5.70, -3.26, 0.04], [6.06, -2.35, -0.94], [5.39, -1.14, -1.07], [3.14, -1.49, 1.42], [4.35, -3.63, 1.66], [6.22, -4.20, 0.14], [6.88, -2.58, -1.62], [5.68, -0.43, -1.84], [-0.35, 3.14, -2.02], [0.22, 2.02, -2.68], [1.43, 1.71, -2.27], [-0.42, 1.41, -3.69], [-3.52, 3.73, 0.57], [0.05, 3.26, -1.10], [-1.36, 3.12, -1.99], [0.05, 0.58, -4.20], [-1.39, 1.76, -4.01], [3.29, 2.71, 2.54], [2.08, 3.62, 2.31], [2.14, 4.29, 0.94], [0.76, 2.93, 2.60], [-0.05, 3.47, 3.59], [-1.26, 2.90, 3.95], [-1.67, 1.75, 3.30], [-0.90, 1.16, 2.31], [-1.40, -0.14, 1.71], [-0.58, -1.34, 2.17], [-1.51, -0.15, 0.18], [0.32, 1.77, 1.91], [1.05, 1.24, 0.89], [4.21, 3.30, 2.46], [3.34, 1.91, 1.80], [3.26, 2.27, 3.54], [2.14, 4.42, 3.06], [2.16, 3.56, 0.14], [3.06, 4.89, 0.85], [1.29, 4.96, 0.79], [0.29, 4.37, 4.09], [-1.88, 3.36, 4.71], [-2.61, 1.29, 3.57], [-2.42, -0.26, 2.11], [0.45, -1.26, 1.79], [-1.01, -2.27, 1.80], [-0.54, -1.40, 3.26], [-0.54, -0.40, -0.27], [-1.10, 1.80, -0.37], [-2.22, -0.91, -0.13], [-5.42, 1.76, -1.49], [-4.28, 0.85, -0.99], [-4.81, 0.06, 0.22], [-3.91, -0.08, -2.16], [-3.05, 1.68, -0.70], [-1.89, 1.16, -0.36], [-6.21, 1.13, -1.93], [-5.05, 2.45, -2.25], [-5.85, 2.35, -0.68], [-5.82, -0.31, 0.01], [-4.85, 0.71, 1.10], [-4.19, -0.81, 0.45], [-4.78, -0.69, -2.42], [-3.10, -0.76, -1.93], [-3.61, 0.51, -3.03], [0.95, -4.85, 1.56], [0.23, -4.54, 0.47], [0.78, -3.90, -0.57], [0.05, -3.60, -1.70], [0.72, -3.00, -2.86], [1.42, -1.63, -2.65], [1.91, -1.16, -3.66], [1.47, -1.21, -1.44], [-1.29, -3.87, -1.78], [-1.99, -3.62, -2.74], [-1.82, -4.51, -0.67], [-1.17, -4.92, 0.49], [-1.76, -5.52, 1.37], [1.81, -3.58, -0.57], [-0.03, -2.89, -3.64], [1.49, -3.68, -3.21], [-2.80, -4.71, -0.72]],
  "lowdin_spin": [-0.212, 0.057, 0.007, 0.002, 0.000, -0.001, 0.000, 0.001, 0.000, 0.000, 0.000, 0.000, 0.001, 0.002, -0.004, -0.012, -0.006, 0.331, 0.000, 0.003, 0.000, 0.000, 0.000, 0.001, -0.001, 0.012, 0.000, 0.008, 0.000, 0.013, 0.008, 0.003, 0.017, 0.017, 0.166, 0.000, -0.001, 0.000, 0.000, -0.003, 0.000, 0.000, 0.000, 0.001, 0.000, 0.000, -0.001, 0.000, 0.001, -0.004, 0.006, 0.000, 0.010, 0.042, 0.018, 0.001, 0.438, 0.108, 0.000, 0.000, 0.001, 0.004, 0.000, 0.000, -0.001, 0.000, 0.001, 0.000, 0.000, 0.000, 0.000, -0.002, -0.004, -0.001, -0.025, 0.000, 0.000, 0.000, 0.000, 0.000, 0.000, 0.000, 0.000, 0.000],
  "e_above_lowest_kcal_mol": 56.4,
  "gap_ev": [5.165, 4.983],
  "e_tot_ev": -65358.030,
  "total_charge": -2,
  "lumo_ev": [4.0, 3.8],
  "multiplicity": 2
}

Record 6
{
  "formula": "C40H49N8O7SSn",
  "method": "ωB97M-V with the def2-TZVPD basis set",
  "elements": ["Sn", "C", "C", "C", "C", "C", "N", "C", "C", "C", "N", "C", "C", "C", "C", "C", "C", "C", "C", "N", "C", "C", "C", "N", "C", "C", "C", "C", "O", "C", "O", "H", "H", "H", "H", "H", "H", "H", "H", "H", "H", "H", "H", "H", "H", "H", "H", "H", "H", "H", "H", "H", "H", "H", "H", "H", "H", "H", "H", "C", "C", "C", "C", "C", "C", "C", "S", "O", "O", "N", "C", "C", "C", "C", "C", "N", "H", "H", "H", "H", "H", "H", "H", "H", "H", "H", "H", "N", "C", "C", "O", "O", "H", "H", "H", "H", "H", "C", "C", "N", "O", "H", "H", "H", "H", "H"],
  "coordinates": [[0.18, -0.26, -0.13], [6.50, -1.68, -3.72], [5.08, -1.55, -3.25], [4.15, -2.56, -3.43], [2.83, -2.45, -2.97], [1.99, -3.60, -3.05], [0.76, -3.65, -2.67], [0.03, -4.89, -2.44], [-1.26, -5.01, -3.24], [-2.44, -4.18, -2.74], [-2.26, -2.75, -2.89], [-2.63, -2.08, -3.95], [-2.46, -0.70, -4.14], [-2.93, -0.11, -5.35], [-2.80, 1.23, -5.59], [-3.31, 1.87, -6.85], [-2.18, 2.01, -4.59], [-1.70, 1.51, -3.40], [-1.15, 2.45, -2.42], [-0.77, 2.15, -1.25], [-0.43, 3.26, -0.37], [0.65, 2.89, 0.62], [2.00, 2.53, 0.02], [2.01, 1.22, -0.65], [3.06, 0.96, -1.34], [3.36, -0.26, -2.06], [4.65, -0.41, -2.56], [2.40, -1.27, -2.29], [1.16, -1.14, -1.93], [-1.81, 0.10, -3.14], [-1.36, -0.42, -2.08], [6.58, -2.39, -4.54], [7.15, -2.02, -2.92], [6.89, -0.72, -4.07], [4.45, -3.47, -3.93], [2.43, -4.53, -3.40], [0.42, -2.77, -2.26], [-0.16, -4.95, -1.37], [0.70, -5.72, -2.70], [-1.57, -6.06, -3.21], [-1.07, -4.77, -4.29], [-2.62, -4.37, -1.68], [-3.34, -4.47, -3.29], [-1.87, -2.16, -2.14], [-3.10, -2.66, -4.74], [-3.41, -0.75, -6.08], [-3.44, 1.14, -7.64], [-2.62, 2.64, -7.21], [-4.27, 2.36, -6.68], [-2.08, 3.08, -4.76], [-1.15, 3.49, -2.75], [-1.33, 3.50, 0.20], [-0.15, 4.16, -0.95], [0.29, 2.06, 1.23], [0.81, 3.73, 1.30], [2.75, 2.51, 0.81], [2.30, 3.29, -0.71], [3.84, 1.72, -1.40], [5.36, 0.39, -2.39], [2.08, -6.76, 5.56], [1.95, -5.87, 4.36], [0.74, -5.28, 4.02], [0.63, -4.46, 2.91], [1.75, -4.21, 2.13], [2.97, -4.79, 2.44], [3.07, -5.61, 3.55], [1.63, -3.13, 0.73], [0.21, -3.11, 0.38], [2.50, -3.68, -0.28], [2.13, -1.67, 1.09], [2.02, -1.04, 2.31], [2.42, -1.57, 3.55], [2.34, -0.79, 4.68], [1.89, 0.52, 4.59], [1.55, 0.99, 3.34], [1.59, 0.24, 2.23], [1.11, -6.99, 5.99], [2.68, -6.28, 6.34], [2.57, -7.69, 5.31], [-0.13, -5.49, 4.62], [-0.32, -4.01, 2.64], [3.83, -4.60, 1.81], [4.02, -6.07, 3.79], [2.82, -2.57, 3.61], [2.65, -1.20, 5.63], [1.83, 1.17, 5.45], [1.20, 2.01, 3.20], [-2.27, -1.22, 4.53], [-1.68, -0.82, 3.26], [-2.05, 0.61, 2.91], [-2.66, 1.28, 3.89], [-1.81, 1.11, 1.84], [-1.63, -1.75, 5.10], [-3.11, -1.77, 4.41], [-2.73, 0.64, 4.63], [-1.95, -1.45, 2.40], [-0.59, -0.84, 3.33], [-4.12, 0.04, -0.44], [-3.81, -1.27, 0.25], [-4.82, -1.84, 0.94], [-2.70, -1.78, 0.20], [-5.10, 0.44, -0.18], [-4.07, -0.11, -1.52], [-3.34, 0.75, -0.17], [-5.74, -1.43, 0.98], [-4.67, -2.74, 1.37]],
  "mulliken_charge": [2.833, -1.753, -0.096, -0.676, 0.464, -0.690, 0.633, -0.620, -0.821, -1.021, 0.698, 0.035, 1.000, -1.147, 0.107, -1.611, -0.783, 0.724, -1.061, 0.304, -1.440, 1.037, -1.513, 0.613, -1.117, 0.797, -0.463, -0.276, 0.785, -0.244, -0.505, 0.398, 0.311, 0.400, 0.446, 0.432, -0.481, 0.078, 0.665, 0.484, 0.292, 0.241, 0.578, -0.724, 0.469, 0.420, 0.383, 0.391, 0.311, 0.482, 0.256, 0.287, 0.560, -0.968, 0.545, 0.414, 0.652, 0.378, 0.503, -1.493, 1.098, -0.950, -0.066, -1.157, -0.327, -0.790, 1.353, -0.417, -0.817, -0.420, -0.326, -0.382, -0.742, -0.877, -0.422, 0.460, 0.357, 0.307, 0.369, 0.332, 0.470, 0.499, 0.414, 0.559, 0.455, 0.486, 0.300, -0.757, 2.164, -0.022, -0.586, -0.306, 0.246, 0.189, 0.411, -0.450, -0.594, -0.561, 0.447, -0.408, -0.410, 0.674, -0.005, -0.115, 0.190, 0.223],
  "e_above_lowest_kcal_mol": 0.0,
  "gap_ev": 7.334,
  "e_tot_ev": -85193.472,
  "total_charge": 1,
  "lumo_ev": -2.5,
  "multiplicity": 1
}